(P)
Entry from the Open Molecules 2025 dataset: a single C17H23N3O3 molecule (ωB97M-V/def2-TZVPD).

Geometry as XYZ:
```
46
C17H23N3O3 (ωB97M-V/def2-TZVPD)
C -1.915 3.085 -1.282
C -1.451 1.843 -0.585
C -1.103 1.843 0.923
C 0.053 2.790 1.262
C -0.799 0.295 1.212
N -2.020 -0.563 0.987
C -1.825 -1.877 0.592
O -2.246 -2.904 1.140
C -1.701 -1.978 -1.080
N -3.000 -1.573 -1.539
C -0.467 -1.278 -1.664
C 0.696 -1.587 -0.749
C 0.920 -2.741 0.015
N 2.141 -2.634 0.671
C 2.697 -1.429 0.328
C 3.868 -0.802 0.722
C 4.254 0.419 0.064
C 3.453 0.980 -0.922
C 2.138 0.442 -1.143
C 1.827 -0.787 -0.675
C -0.524 0.034 2.647
O -0.274 0.743 3.574
O -0.569 -1.362 2.845
H -2.644 3.754 -0.832
H -1.181 3.777 -1.627
H -2.344 2.585 -2.241
H -2.079 0.838 -0.867
H -0.509 1.620 -1.021
H -1.909 2.285 1.530
H 0.689 2.962 0.379
H 0.664 2.406 2.077
H -0.377 3.754 1.526
H 0.083 -0.048 0.659
H -2.628 -0.241 0.307
H -1.438 -3.056 -1.228
H -2.889 -1.437 -2.559
H -3.536 -2.428 -1.491
H -0.641 -0.243 -1.815
H -0.122 -1.603 -2.648
H 0.314 -3.568 0.197
H 2.424 -3.444 1.191
H 4.479 -1.199 1.500
H 5.294 0.850 0.233
H 3.727 2.022 -1.062
H 1.418 1.091 -1.593
H -0.950 -1.637 2.040
```

Atomic partial charges in e from the Mulliken method, atoms 1 to 6:
1 C -1.7345
2 C 0.6772
3 C 0.8605
4 C -1.4945
5 C 1.4292
6 N -0.6571



(Q)
Entry from the Open Molecules 2025 dataset: a single C17H23N3O3 molecule (ωB97M-V/def2-TZVPD).

Geometry as XYZ:
```
46
C17H23N3O3 (ωB97M-V/def2-TZVPD)
O -1.081 -2.157 1.463
C -1.550 -1.588 0.491
C -2.725 -2.180 -0.263
C -3.538 -1.129 -1.006
C -4.207 -0.177 -0.063
C -4.056 0.062 1.271
C -4.956 1.109 1.591
C -5.585 1.428 0.430
O -5.140 0.655 -0.576
C -2.612 -0.363 -1.957
C -1.477 0.305 -1.216
O -0.981 1.345 -1.654
C -1.004 -0.338 -0.016
C 0.044 0.220 0.709
N 0.645 1.346 0.399
C 1.778 1.908 1.069
C 2.976 2.129 0.102
N 3.721 0.999 -0.352
C 4.527 0.259 0.590
C 3.869 -1.044 1.064
N 3.567 -1.843 -0.108
C 2.611 -1.159 -0.959
C 3.223 0.170 -1.425
H -2.318 -2.900 -0.980
H -3.342 -2.737 0.445
H -4.319 -1.618 -1.602
H -3.396 -0.440 1.948
H -5.108 1.554 2.552
H -6.338 2.153 0.194
H -2.176 -1.056 -2.683
H -3.159 0.400 -2.513
H 0.362 -0.303 1.607
H 0.292 1.786 -0.460
H 2.070 1.257 1.897
H 1.503 2.887 1.476
H 3.676 2.795 0.619
H 2.599 2.658 -0.778
H 4.766 0.897 1.442
H 5.461 -0.013 0.083
H 4.568 -1.596 1.696
H 2.965 -0.822 1.660
H 3.209 -2.752 0.163
H 2.411 -1.785 -1.832
H 1.654 -0.977 -0.440
H 2.492 0.729 -2.010
H 4.077 -0.072 -2.069
```

Atomic partial charges in e from the Mulliken method, atoms 1 to 6:
1 O -0.7079
2 C 0.2775
3 C -1.0975
4 C 0.3332
5 C -0.1963
6 C 0.0235



(R)
Entry from the Open Molecules 2025 dataset: a single C17H23N3O3 molecule (ωB97M-V/def2-TZVPD).

Geometry as XYZ:
```
46
C17H23N3O3 (ωB97M-V/def2-TZVPD)
C 3.474 0.241 -1.798
C 3.553 1.223 -0.540
C 5.111 1.410 -0.095
C 2.786 0.484 0.536
C 1.531 -0.440 0.139
N 0.535 0.607 -0.593
C 0.987 -1.174 1.430
O 1.623 -1.095 2.479
N 0.133 -2.252 1.128
C -0.965 -2.579 0.328
C -2.415 -2.303 0.876
C -2.388 -0.884 1.147
C -1.594 -0.242 2.105
N -1.447 1.168 1.981
C -2.326 1.500 0.929
C -2.993 2.746 0.567
C -3.681 2.830 -0.678
C -3.805 1.610 -1.457
C -3.681 0.334 -0.773
C -2.954 0.261 0.419
C -1.033 -2.228 -1.141
O -0.084 -2.022 -1.947
O -2.136 -2.526 -1.720
H 4.054 -0.659 -1.911
H 3.852 0.854 -2.642
H 2.307 0.233 -1.952
H 3.124 2.323 -0.644
H 5.223 1.918 0.820
H 5.724 2.135 -0.747
H 5.612 0.309 0.091
H 2.282 1.203 1.415
H 3.502 -0.331 1.096
H 1.731 -1.156 -0.667
H -0.198 0.306 -1.252
H -0.061 1.127 0.039
H 0.069 -2.839 1.937
H -0.897 -3.672 0.215
H -3.164 -2.617 0.215
H -2.497 -2.801 1.849
H -1.003 -0.780 2.916
H -0.698 1.851 2.413
H -2.783 3.732 1.000
H -4.047 3.791 -1.038
H -4.510 1.399 -2.331
H -4.052 -0.636 -1.438
H -1.798 -2.364 -2.706
```

Atomic partial charges in e from the Mulliken method, atoms 1 to 6:
1 C -1.2459
2 C 0.7043
3 C -1.2943
4 C -0.5411
5 C -0.1406
6 N -0.3928



Least stable of them? (R).



(P)
Entry from the Open Molecules 2025 dataset: a gas-phase ion, C7H16N4 (charge +2) (ωB97M-V/def2-TZVPD).

Calculated values
Total charge ... +2

Geometry as XYZ:
```
27
C7H16N4 (ωB97M-V/def2-TZVPD)
C 0.348 2.318 0.830
N -0.066 1.409 -0.280
C 0.652 0.768 -1.202
N 1.735 0.073 -1.079
C 2.235 -0.437 0.195
C 1.242 -1.664 0.485
N -0.037 -1.002 0.743
C -1.193 -1.137 0.113
N -1.404 -2.158 -0.729
C -2.103 -0.012 0.343
C -1.489 1.283 -0.331
H 1.419 2.089 1.036
H 0.148 3.452 0.463
H -0.282 2.125 1.767
H 0.320 0.711 -2.166
H 2.313 -0.226 -1.876
H 2.059 0.103 1.110
H 3.152 -0.900 0.038
H 1.324 -2.203 -0.350
H 1.705 -2.168 1.387
H 0.105 -0.386 1.496
H -2.364 -2.421 -0.917
H -0.757 -2.930 -0.817
H -3.127 -0.279 -0.064
H -2.234 0.250 1.361
H -1.820 1.187 -1.463
H -1.883 2.152 -0.093
```

Atomic partial charges in e from the Mulliken method, atoms 1 to 6:
1 C -0.8021
2 N 0.0093
3 C -0.1811
4 N -0.0299
5 C -0.7110
6 C -0.8016



(Q)
Entry from the Open Molecules 2025 dataset: a gas-phase ion, C7H16N4 (charge +2) (ωB97M-V/def2-TZVPD).

Calculated values
Total charge ... +2

Geometry as XYZ:
```
27
C7H16N4 (ωB97M-V/def2-TZVPD)
C 3.284 -1.257 0.450
C 2.038 -1.365 -0.224
N 1.133 -0.451 -0.175
C -0.057 -0.399 -1.012
C -0.942 -1.525 -0.688
C -2.092 -0.821 0.064
C -3.289 -1.451 0.600
N -1.965 0.444 0.203
N -0.903 1.101 -0.421
N -0.104 1.951 0.306
C -0.048 3.420 -0.090
H 3.348 -1.823 1.454
H 3.392 -0.156 0.855
H 4.200 -1.511 -0.079
H 1.875 -2.269 -0.875
H 1.359 0.464 0.348
H 0.246 0.116 -1.925
H -0.551 -2.294 -0.050
H -1.349 -1.995 -1.548
H -3.567 -0.936 1.544
H -3.290 -2.521 0.765
H -4.098 -1.098 0.029
H -1.245 1.588 -1.351
H -0.182 1.712 1.370
H -1.164 3.807 0.025
H 0.493 3.971 0.614
H 0.197 3.529 -1.146
```

Atomic partial charges in e from the Mulliken method, atoms 1 to 6:
1 C -1.2042
2 C 0.4964
3 N -0.0920
4 C 0.0260
5 C -0.9278
6 C 0.6507



Least stable of them? (Q).



(P)
Entry from the Open Molecules 2025 dataset: a single CH5N3O3S molecule (ωB97M-V/def2-TZVPD).

Geometry as XYZ:
```
13
CH5N3O3S (ωB97M-V/def2-TZVPD)
N 0.999 1.110 0.719
C -0.042 0.990 -0.170
N -1.224 1.520 0.290
O -2.120 1.941 -0.476
S -0.709 -0.849 -0.032
N 0.676 -1.632 -0.537
O -1.832 -1.243 -0.895
O -0.794 -1.060 1.367
H 1.842 0.508 0.647
H 0.494 1.194 1.584
H 0.274 1.187 -1.229
H 1.232 -2.124 0.115
H 1.203 -1.542 -1.383
```

Atomic partial charges in e from the Mulliken method, atoms 1 to 6:
1 N -0.5188
2 C 0.0395
3 N -0.1482
4 O -0.2917
5 S 1.0130
6 N -0.4608



(Q)
Entry from the Open Molecules 2025 dataset: a molecular structure, CH5N3O3S (ωB97M-V/def2-TZVPD).

Geometry as XYZ:
```
13
CH5N3O3S (ωB97M-V/def2-TZVPD)
C -0.368 -0.747 0.569
N 0.432 -1.666 -0.064
N -0.200 -0.717 1.974
N -0.256 0.908 -1.725
O 0.168 -2.104 -1.175
O 1.795 0.752 -0.319
O -0.121 2.031 0.515
S 0.398 0.888 -0.208
H -1.648 -0.659 0.102
H 0.163 0.239 2.274
H 0.447 -1.389 2.454
H -1.115 1.527 -1.872
H 0.303 0.937 -2.525
```

Atomic partial charges in e from the Mulliken method, atoms 1 to 6:
1 C 0.1564
2 N -0.1138
3 N -0.5402
4 N -0.4562
5 O -0.2796
6 O -0.5619



Least stable of them? (Q).



(P)
Entry from the Open Molecules 2025 dataset: 2 unconnected molecules or ions with the total composition S2 (ωB97M-V/def2-TZVPD).

Geometry as XYZ:
```
2
S2 (ωB97M-V/def2-TZVPD)
S 0.000 0.000 1.522
S 0.000 0.000 -1.522
```

Population analysis type Mulliken, resulting atomic charges in e:
1 S 0.0000
2 S 0.0000



(Q)
Entry from the Open Molecules 2025 dataset: a single S2 molecule (ωB97M-V/def2-TZVPD).

Geometry as XYZ:
```
2
S2 (ωB97M-V/def2-TZVPD)
S 0.000 0.000 0.914
S 0.000 0.000 -0.914
```

Population analysis type Mulliken, resulting atomic charges in e:
1 S 0.0000
2 S 0.0000



(R)
Entry from the Open Molecules 2025 dataset: 2 unconnected molecules or ions with the total composition S2 (ωB97M-V/def2-TZVPD).

Geometry as XYZ:
```
2
S2 (ωB97M-V/def2-TZVPD)
S -0.200 1.671 0.743
S 0.200 -1.671 -0.743
```

Population analysis type Mulliken, resulting atomic charges in e:
1 S 0.0000
2 S 0.0000



Least stable of them? (R).



(P)
Entry from the Open Molecules 2025 dataset: a gas-phase ion, C3H10NS (charge +1) (ωB97M-V/def2-TZVPD).

Calculated values
Total charge ... +1

Geometry as XYZ:
```
15
C3H10NS (ωB97M-V/def2-TZVPD)
C 1.456 0.228 -0.140
N -0.056 0.198 -0.343
C -0.348 -0.978 -1.138
C -0.735 -0.032 0.967
S -0.339 1.421 2.066
H 1.710 -0.521 0.570
H 1.791 0.220 -1.108
H 1.751 1.147 0.398
H -0.289 0.958 -0.881
H 0.048 -1.802 -0.628
H -1.385 -1.103 -1.380
H -0.059 -0.900 -2.197
H -0.191 -0.844 1.233
H -1.871 -0.093 0.727
H -1.483 2.102 1.854
```

Atomic partial charges in e from the Mulliken method, atoms 1 to 6:
1 C -0.9403
2 N -0.0810
3 C -0.9100
4 C -0.4970
5 S -0.1344
6 H 0.3916



(Q)
Entry from the Open Molecules 2025 dataset: a gas-phase ion, C3H10NS (charge +1) (ωB97M-V/def2-TZVPD).

Calculated values
Total charge ... +1

Geometry as XYZ:
```
15
C3H10NS (ωB97M-V/def2-TZVPD)
C -0.784 -0.142 1.346
N -0.384 1.087 1.924
H -1.709 -0.214 0.873
H -0.208 -0.990 1.651
H 0.076 1.209 2.922
H -0.880 1.893 1.615
C -0.707 -0.702 -1.889
S 0.080 0.275 -0.540
C 1.608 -0.671 -0.260
H 0.111 -0.759 -2.592
H -1.023 -1.640 -1.509
H -1.454 0.007 -2.186
H 2.328 -0.022 0.415
H 2.140 -0.729 -1.307
H 1.318 -1.676 0.111
```

Atomic partial charges in e from the Mulliken method, atoms 1 to 6:
1 C -0.4622
2 N -0.3882
3 H 0.3714
4 H 0.4083
5 H 0.2549
6 H 0.2305



Least stable of them? (Q).



(P)
Entry from the Open Molecules 2025 dataset: a gas-phase ion, C3H10NS (charge +1) (ωB97M-V/def2-TZVPD).

Calculated values
Total charge ... +1

Geometry as XYZ:
```
15
C3H10NS (ωB97M-V/def2-TZVPD)
C -1.243 0.557 0.893
N -1.108 1.958 1.024
H -2.134 0.352 0.305
H -1.282 -0.033 1.807
H -1.906 2.274 1.576
H -0.291 2.217 1.570
C -0.596 -0.820 -1.734
S 0.343 -0.188 -0.045
C 2.102 -1.307 -0.375
H -1.599 -1.045 -1.405
H -0.502 0.056 -2.359
H 0.072 -1.606 -2.048
H 2.438 -1.395 0.647
H 2.606 -0.568 -0.983
H 1.701 -2.189 -0.850
```

Atomic partial charges in e from the Mulliken method, atoms 1 to 6:
1 C -0.3824
2 N -0.5124
3 H 0.3594
4 H 0.3648
5 H 0.2811
6 H 0.2535



(Q)
Entry from the Open Molecules 2025 dataset: a gas-phase ion, C3H10NS (charge +1) (ωB97M-V/def2-TZVPD).

Calculated values
Total charge ... +1

Geometry as XYZ:
```
15
C3H10NS (ωB97M-V/def2-TZVPD)
C 0.657 -0.579 1.418
N 0.676 0.477 2.315
H 1.641 -1.017 1.232
H -0.022 -1.454 1.668
H 1.596 0.581 2.724
H -0.111 0.538 2.938
C -0.244 1.537 -1.861
S 0.310 -0.189 -0.584
C -1.585 -1.087 -0.749
H 0.614 2.172 -1.669
H -1.205 2.033 -1.882
H -0.173 0.701 -2.531
H -1.483 -2.154 -0.717
H -1.875 -0.553 0.163
H -1.964 -0.678 -1.658
```

Atomic partial charges in e from the Mulliken method, atoms 1 to 6:
1 C -0.4631
2 N -0.4010
3 H 0.4086
4 H 0.3549
5 H 0.2605
6 H 0.2424



Least stable of them? (P).